# 1
H2N2O2 as an isolated structure, computed with ωB97M-V/def2-TZVPD.

XYZ file:
```
6
Properties=species:S:1:pos:R:3:forces:R:3
O 1.172 -0.862 0.639 1.085 0.438 0.189
O 1.359 1.175 -0.194 0.347 -0.774 0.439
N 0.843 0.167 0.151 -4.510 -0.368 -1.113
N -0.914 0.209 -0.138 1.513 0.843 1.750
H -1.359 -0.435 0.539 0.963 0.289 0.072
H -1.103 -0.254 -0.997 0.602 -0.428 -1.337
```
Forces are in eV/Å.

Relative energy (zero: lowest compared OMol25 entry of this formula, charge and spin): 239.79 kJ/mol
E: -261.033899 hartree
Gap between HOMO and LUMO: 10.84 eV
LUMO: 0.3 eV
E_HOMO: -10.5414 eV


# 2
A 2-piece molecular cluster, H2N2O2S overall, computed with ωB97M-V/def2-TZVPD.

XYZ file:
```
7
Properties=species:S:1:pos:R:3:forces:R:3
S 1.729 -1.163 -0.636 0.189 -2.439 1.246
O -0.394 0.110 0.425 -1.256 1.934 0.358
O 1.847 -1.547 -2.058 0.138 0.044 -0.888
N -0.757 1.292 0.316 1.635 -2.967 -0.297
N -1.609 2.031 0.661 0.469 2.642 -1.120
H -2.345 1.793 1.261 -1.392 -1.331 1.377
H 1.529 -2.516 0.030 0.216 2.117 -0.676
```
Forces are in eV/Å.

Relative energy (zero: lowest compared OMol25 entry of this formula, charge and spin): 339.97 kJ/mol
E: -659.174422 hartree
Gap between HOMO and LUMO (spin up / spin down): 7.25 / 9.32 eV
LUMO (spin up / spin down): -1.5 / -0.7 eV
E_HOMO (spin up / spin down): -8.7628 / -9.9855 eV


# 3
A 2-piece molecular cluster, H2N2O3 overall, computed with ωB97M-V/def2-TZVPD.

XYZ file:
```
7
Properties=species:S:1:pos:R:3:forces:R:3
O 0.113 1.193 0.211 2.644 -0.434 -0.377
O 2.024 -0.198 0.558 0.163 -0.314 1.674
O -2.694 0.289 0.338 2.022 -0.923 0.156
N 1.314 0.694 -0.156 -0.445 0.991 0.194
N -1.429 -0.188 0.012 -3.243 0.512 -2.297
H 1.410 0.236 -1.049 -1.338 0.570 -1.218
H -0.978 -0.631 0.772 0.196 -0.401 1.868
```
Forces are in eV/Å.

Relative energy (zero: lowest compared OMol25 entry of this formula, charge and spin): 342.96 kJ/mol
E: -336.072385 hartree
Gap between HOMO and LUMO (spin up / spin down): 5.65 / 4.91 eV
LUMO (spin up / spin down): 8.3 / 8.3 eV
Total charge: -2
E_HOMO (spin up / spin down): 2.6414 / 3.3914 eV


# 4
A 2-piece molecular cluster, H2N2O3 overall, computed with ωB97M-V/def2-TZVPD.

XYZ file:
```
7
Properties=species:S:1:pos:R:3:forces:R:3
O -2.073 0.822 0.134 -1.978 1.584 0.214
O -1.418 -1.226 -0.161 -0.391 -0.522 -0.126
O 1.416 -0.484 0.202 -0.280 0.365 0.806
N 0.661 0.599 -0.214 0.512 -0.603 0.192
N -1.348 -0.059 -0.038 3.649 -0.543 0.081
H 0.858 1.218 0.600 -1.128 -0.257 -0.328
H 1.904 -0.869 -0.525 -0.383 -0.024 -0.838
```
Forces are in eV/Å.

Relative energy (zero: lowest compared OMol25 entry of this formula, charge and spin): 163.38 kJ/mol
E: -336.202838 hartree
Gap between HOMO and LUMO (spin up / spin down): 9.28 / 9.28 eV
LUMO (spin up / spin down): -0.1 / -0.5 eV
E_HOMO (spin up / spin down): -9.4275 / -9.7453 eV


# 5
A 2-piece molecular cluster, H2N2O3 overall, computed with ωB97M-V/def2-TZVPD.

XYZ file:
```
7
Properties=species:S:1:pos:R:3:forces:R:3
O 1.128 -0.543 -0.714 0.380 0.664 -0.974
O 1.422 -2.438 0.788 -5.203 0.648 0.568
O -0.768 0.200 0.195 5.182 -0.672 2.361
N 0.233 -2.364 0.917 4.419 0.234 -1.584
N -0.176 -0.642 -0.723 -1.494 -2.610 0.534
H -1.559 0.472 -0.121 -3.923 1.014 -2.078
H 1.385 -0.084 0.075 0.639 0.722 1.173
```
Forces are in eV/Å.

Relative energy (zero: lowest compared OMol25 entry of this formula, charge and spin): 254.13 kJ/mol
E: -336.168275 hartree
Gap between HOMO and LUMO (spin up / spin down): 6.92 / 7.02 eV
LUMO (spin up / spin down): -0.6 / -0.5 eV
E_HOMO (spin up / spin down): -7.4832 / -7.4806 eV


# 6
One molecule with the formula H2N2O3, computed with ωB97M-V/def2-TZVPD.

XYZ file:
```
7
Properties=species:S:1:pos:R:3:forces:R:3
O -0.901 -0.308 1.700 -0.657 -0.613 0.376
O 1.568 0.216 -0.230 -5.584 -0.595 1.048
O -0.172 0.175 -1.631 0.042 -0.272 -1.031
N 0.206 0.106 -0.356 0.795 -0.425 2.052
N -1.087 -0.104 0.394 5.127 0.929 -1.643
H -0.214 0.168 2.180 0.569 0.526 -0.575
H 0.599 -0.254 -2.057 -0.291 0.449 -0.228
```
Forces are in eV/Å.

Relative energy (zero: lowest compared OMol25 entry of this formula, charge and spin): 242.35 kJ/mol
E: -336.172761 hartree
Gap between HOMO and LUMO (spin up / spin down): 9.58 / 8.96 eV
LUMO (spin up / spin down): -0.4 / -0.6 eV
E_HOMO (spin up / spin down): -10.0220 / -9.5361 eV


# 7
One molecule with the formula H2N2O3, computed with ωB97M-V/def2-TZVPD.

XYZ file:
```
7
Properties=species:S:1:pos:R:3:forces:R:3
O -1.935 -1.196 -1.768 0.190 0.623 1.131
O 1.037 0.187 0.936 0.671 -0.108 1.232
O 0.684 0.602 -0.380 -1.503 -2.044 -0.127
N -0.625 0.048 -0.560 -0.525 2.398 2.283
N -0.811 -0.841 -1.472 1.089 -0.849 -1.543
H -1.314 0.443 0.171 1.018 -0.836 -1.692
H 1.741 -0.524 0.971 -0.940 0.816 -1.285
```
Forces are in eV/Å.

Relative energy (zero: lowest compared OMol25 entry of this formula, charge and spin): 215.55 kJ/mol
E: -336.182966 hartree
Gap between HOMO and LUMO: 10.17 eV
LUMO: 0.4 eV
E_HOMO: -9.7252 eV


# 8
A 2-piece molecular cluster, H2N2O3S overall, computed with ωB97M-V/def2-TZVPD.

XYZ file:
```
8
Properties=species:S:1:pos:R:3:forces:R:3
S -1.377 -1.044 0.507 -0.493 2.255 4.139
O -1.700 1.235 -0.829 0.265 0.692 -0.489
O -1.491 1.495 1.322 0.192 0.501 0.235
O -1.117 -1.592 -0.754 0.725 -1.581 -3.978
N 2.249 -0.469 0.132 0.212 0.788 2.291
N -1.480 0.893 0.290 -0.600 -1.866 0.116
H 2.888 0.342 0.078 -0.370 -0.595 -0.577
H 2.029 -0.860 -0.746 0.068 -0.195 -1.737
```
Forces are in eV/Å.

Relative energy (zero: lowest compared OMol25 entry of this formula, charge and spin): 409.79 kJ/mol
E: -734.385326 hartree
Gap between HOMO and LUMO (spin up / spin down): 8.56 / 8.95 eV
LUMO (spin up / spin down): -2.0 / -1.1 eV
E_HOMO (spin up / spin down): -10.5581 / -10.0253 eV


# 9
One molecule with the formula H2N2O3S, computed with ωB97M-V/def2-TZVPD.

XYZ file:
```
8
Properties=species:S:1:pos:R:3:forces:R:3
S 0.114 1.589 0.562 -1.225 0.201 2.071
O 2.556 -0.969 0.168 2.519 0.925 -0.210
O 2.432 1.165 -0.393 1.942 1.307 -0.887
O 0.401 -1.020 1.068 -1.159 -1.636 1.494
N 2.062 0.141 0.028 -1.365 -4.700 0.197
N 0.687 -0.003 0.311 -0.154 4.086 -1.981
H 1.037 -1.026 1.795 0.072 -0.257 0.428
H -0.466 1.693 -0.592 -0.630 0.072 -1.112
```
Forces are in eV/Å.

Relative energy (zero: lowest compared OMol25 entry of this formula, charge and spin): 386.58 kJ/mol
E: -734.394166 hartree
Gap between HOMO and LUMO: 10.16 eV
LUMO: 0.3 eV
E_HOMO: -9.8681 eV


# 10
One molecule with the formula H2N2O3S, computed with ωB97M-V/def2-TZVPD.

XYZ file:
```
8
Properties=species:S:1:pos:R:3:forces:R:3
S 1.599 -0.307 0.144 1.405 -1.767 0.312
O 2.163 -0.233 -1.185 -0.647 0.173 0.369
O 0.801 -1.524 0.421 0.901 0.707 -0.201
O -0.352 1.988 0.136 -0.188 -2.058 0.180
N -1.142 -0.049 -0.006 -0.258 0.935 -0.266
N -0.195 0.769 0.126 1.087 3.195 -0.767
H -0.872 -0.977 0.169 0.496 -1.873 0.198
H -2.001 0.334 0.195 -2.796 0.688 0.176
```
Forces are in eV/Å.

Relative energy (zero: lowest compared OMol25 entry of this formula, charge and spin): 72.12 kJ/mol
E: -734.513937 hartree
Gap between HOMO and LUMO: 9.50 eV
LUMO: -0.7 eV
E_HOMO: -10.1791 eV


# 11
One molecule with the formula H2N2O3S, computed with ωB97M-V/def2-TZVPD.

XYZ file:
```
8
Properties=species:S:1:pos:R:3:forces:R:3
S -0.408 -0.770 -0.769 0.053 0.432 0.459
O 0.371 -1.974 -0.729 0.622 -0.274 -0.263
O 0.018 1.798 -0.520 1.056 -0.631 -0.340
O 1.944 0.795 -0.462 1.447 -0.056 -0.033
N -0.947 -0.531 0.763 -0.809 2.480 1.702
N 0.780 0.827 -0.616 -2.582 0.559 0.144
H -0.214 -0.544 1.555 -1.439 -0.038 -1.814
H -1.545 0.399 0.777 1.651 -2.473 0.145
```
Forces are in eV/Å.

Relative energy (zero: lowest compared OMol25 entry of this formula, charge and spin): 158.01 kJ/mol
E: -734.481225 hartree
Gap between HOMO and LUMO: 10.16 eV
LUMO: 0.0 eV
E_HOMO: -10.1474 eV


# 12
A 2-piece molecular cluster, H2N2O3S overall, computed with ωB97M-V/def2-TZVPD.

XYZ file:
```
8
Properties=species:S:1:pos:R:3:forces:R:3
S -1.791 0.663 1.152 -0.106 0.269 -0.391
O 2.258 -1.674 0.323 1.863 -0.410 0.078
O 1.373 0.228 -0.336 1.818 0.188 -0.101
O 0.137 -1.445 0.286 -1.176 -1.089 0.222
N -1.461 1.077 -0.314 -0.911 0.692 0.022
N 1.263 -1.097 0.134 -2.147 2.352 -0.681
H -2.298 1.539 -0.773 1.037 -0.711 0.501
H 0.518 0.710 -0.471 -0.378 -1.290 0.351
```
Forces are in eV/Å.

Relative energy (zero: lowest compared OMol25 entry of this formula, charge and spin): 330.34 kJ/mol
E: -734.415589 hartree
Gap between HOMO and LUMO (spin up / spin down): 7.38 / 7.38 eV
LUMO (spin up / spin down): -1.9 / -1.9 eV
E_HOMO (spin up / spin down): -9.2895 / -9.2885 eV


# 13
A 2-piece molecular cluster, H2N2O3S2 overall, computed with ωB97M-V/def2-TZVPD.

XYZ file:
```
9
Properties=species:S:1:pos:R:3:forces:R:3
S 0.906 -2.129 2.101 -0.790 -0.405 -0.664
S -0.317 -2.392 0.066 -0.934 0.809 -0.522
O 1.423 -0.816 2.248 -0.313 -0.477 0.363
O 1.246 -3.210 2.961 0.108 0.639 -0.521
O 1.213 -2.508 0.416 2.057 -0.282 0.001
N -0.699 -2.295 1.585 -0.104 0.613 1.120
N -0.120 0.131 -0.695 0.104 -0.797 2.120
H -1.106 0.342 -0.860 0.437 -0.199 -0.954
H 0.513 -0.045 -1.460 -0.566 0.098 -0.942
```
Forces are in eV/Å.

Relative energy (zero: lowest compared OMol25 entry of this formula, charge and spin): 276.58 kJ/mol
E: -1132.620999 hartree
Gap between HOMO and LUMO (spin up / spin down): 8.14 / 9.30 eV
LUMO (spin up / spin down): -1.1 / -1.6 eV
E_HOMO (spin up / spin down): -9.2046 / -10.8983 eV


# 14
A 2-piece molecular cluster, H2N2O3Si overall, computed with ωB97M-V/def2-TZVPD.

XYZ file:
```
8
Properties=species:S:1:pos:R:3:forces:R:3
Si -1.431 1.150 -0.064 0.066 -1.085 -0.835
O 0.785 -1.283 -1.513 -0.396 -0.321 -0.840
O 1.954 -0.693 1.594 1.048 0.517 2.689
O -0.074 1.256 0.582 0.807 0.168 0.108
N 1.569 -1.200 0.611 -0.469 -0.223 -0.472
N 1.448 -1.109 -0.525 -0.151 0.106 -1.262
H -2.610 1.397 0.713 -0.834 0.335 0.189
H -1.641 0.482 -1.399 -0.070 0.503 0.422
```
Forces are in eV/Å.

Relative energy (zero: lowest compared OMol25 entry of this formula, charge and spin): 216.17 kJ/mol
E: -625.699195 hartree
Gap between HOMO and LUMO: 9.06 eV
LUMO: -0.6 eV
E_HOMO: -9.6955 eV


# 15
One molecule with the formula H2N2O4S, computed with ωB97M-V/def2-TZVPD.

XYZ file:
```
9
Properties=species:S:1:pos:R:3:forces:R:3
S 1.510 -0.721 -0.087 -0.666 -1.886 1.261
O 2.052 -1.315 -1.253 0.355 -1.439 0.059
O 1.369 -1.345 1.244 0.359 1.918 -3.205
O 2.446 1.489 0.936 0.532 -0.125 -0.795
O 3.618 0.568 -0.672 1.578 0.754 -0.686
N 2.715 0.678 0.066 -1.855 0.181 2.126
N 0.145 -0.097 -0.657 -1.751 1.962 0.121
H -0.052 -0.175 -1.681 0.813 0.036 1.473
H -0.307 0.728 -0.196 0.635 -1.402 -0.353
```
Forces are in eV/Å.

Relative energy (zero: lowest compared OMol25 entry of this formula, charge and spin): 159.32 kJ/mol
E: -809.717648 hartree
Gap between HOMO and LUMO: 10.88 eV
LUMO: -0.4 eV
E_HOMO: -11.2435 eV


# 16
A 2-piece molecular cluster, H2N2O5S overall, computed with ωB97M-V/def2-TZVPD.

XYZ file:
```
10
Properties=species:S:1:pos:R:3:forces:R:3
S 0.364 -0.886 -1.125 2.332 -1.201 0.917
O 0.483 1.348 0.386 1.606 1.856 1.333
O -0.348 -1.692 0.050 -1.070 1.095 0.873
O 1.587 -1.586 -1.517 -1.929 0.427 0.356
O 2.439 0.358 0.538 -1.039 0.608 0.042
O -1.784 0.271 0.857 -0.277 1.082 -0.231
N -1.440 0.945 -0.114 -0.476 -3.976 -0.047
N 1.304 0.471 0.174 -0.444 -1.749 -1.590
H -1.118 -1.136 0.689 1.820 -0.521 -2.536
H -1.487 1.908 0.062 -0.524 2.380 0.883
```
Forces are in eV/Å.

Relative energy (zero: lowest compared OMol25 entry of this formula, charge and spin): 420.08 kJ/mol
E: -884.839180 hartree
Gap between HOMO and LUMO: 8.50 eV
LUMO: -1.3 eV
E_HOMO: -9.8142 eV


# 17
A 2-piece molecular cluster, H2N2S overall, computed with ωB97M-V/def2-TZVPD.

XYZ file:
```
5
Properties=species:S:1:pos:R:3:forces:R:3
S 0.158 -0.997 0.892 0.004 -0.765 0.388
N 0.690 0.342 -0.124 3.999 1.429 1.248
N -0.609 0.249 -0.074 -5.093 -1.942 -2.451
H 1.001 1.062 0.647 -0.782 -1.084 -2.024
H -1.239 -0.656 -1.341 1.872 2.362 2.840
```
Forces are in eV/Å.

Relative energy (zero: lowest compared OMol25 entry of this formula, charge and spin): 272.58 kJ/mol
E: -508.685036 hartree
Gap between HOMO and LUMO (spin up / spin down): 8.37 / 8.35 eV
LUMO (spin up / spin down): -0.6 / -0.7 eV
E_HOMO (spin up / spin down): -9.0114 / -9.0065 eV


# 18
A 2-piece molecular cluster, H2N3O2S overall, computed with ωB97M-V/def2-TZVPD.

XYZ file:
```
8
Properties=species:S:1:pos:R:3:forces:R:3
S 0.934 1.750 -0.274 0.018 0.929 -0.252
O 0.599 -1.923 -0.352 0.041 1.814 0.068
O 2.170 -0.215 0.730 -0.901 -0.266 -0.416
N 1.183 0.171 0.091 2.033 0.949 1.906
N 0.383 -0.738 -0.601 -2.241 -2.863 -0.939
N -1.714 0.121 0.492 1.083 -0.772 0.046
H -2.140 -0.235 -0.363 -0.042 0.187 -0.135
H -1.415 1.068 0.277 0.008 0.022 -0.278
```
Forces are in eV/Å.

Relative energy (zero: lowest compared OMol25 entry of this formula, charge and spin): 385.39 kJ/mol
E: -713.940434 hartree
Gap between HOMO and LUMO (spin up / spin down): 5.61 / 5.62 eV
LUMO (spin up / spin down): 2.3 / 2.3 eV
Total charge: -1
E_HOMO (spin up / spin down): -3.2815 / -3.2853 eV


# 19
A 2-piece molecular cluster, H2N4O2 overall, computed with ωB97M-V/def2-TZVPD.

XYZ file:
```
8
Properties=species:S:1:pos:R:3:forces:R:3
O -1.293 -0.007 -1.282 0.137 -0.158 0.465
O 2.830 1.021 0.539 -0.833 -0.773 0.537
N -0.255 -0.309 0.328 -1.537 0.312 -0.601
N -1.034 -1.035 0.904 0.639 -0.305 0.936
N 1.655 0.906 0.312 0.124 2.295 -1.948
N 0.956 -0.107 0.655 0.806 -2.107 1.285
H -1.950 -1.076 0.456 0.234 0.356 -0.554
H -0.908 0.606 -1.912 0.431 0.380 -0.121
```
Forces are in eV/Å.

Relative energy (zero: lowest compared OMol25 entry of this formula, charge and spin): 555.86 kJ/mol
E: -370.412422 hartree
Gap between HOMO and LUMO (spin up / spin down): 8.36 / 6.96 eV
LUMO (spin up / spin down): -1.4 / -2.4 eV
E_HOMO (spin up / spin down): -9.7968 / -9.3554 eV